[1]
Computed, not measured: a cluster of 8 separate species, C17H37B3FNO32S7 in total, with ωB97M-V with the def2-TZVPD basis set.

Cartesian coordinates (Å):
C (-6.66360, 3.84348, -2.73509)
C (-5.81489, 2.74709, -3.36721)
O (-5.50346, 3.11266, -4.71560)
C (-6.52851, 1.38954, -3.37175)
B (-5.59258, 0.14550, -3.40767)
O (-4.35372, 0.12856, -2.77669)
B (-4.11518, -0.97851, -1.94951)
N (-3.36161, -0.89360, -0.72422)
O (-4.66523, -2.19858, -2.35017)
B (-5.85493, -2.07931, -3.03206)
F (-6.87674, -2.86805, -2.73708)
O (-5.99636, -1.07872, -3.97091)
H (-6.34977, 4.81608, -3.11023)
H (-7.71974, 3.71144, -2.97691)
H (-6.55541, 3.83338, -1.64999)
H (-4.88756, 2.64904, -2.79546)
H (-4.56333, 2.99704, -4.86330)
H (-7.25023, 1.36413, -4.19096)
H (-7.10389, 1.29993, -2.43850)
H (-2.77370, -0.06524, -0.71920)
H (-3.97349, -0.78110, 0.07984)
O (-2.73136, -0.28247, 2.41937)
S (-1.33054, -0.03921, 2.50137)
O (-0.84473, 1.18277, 3.03332)
O (-0.69179, -0.31127, 1.08042)
C (0.36056, -1.30133, 1.17342)
C (-0.08343, -2.18383, 2.32266)
O (-0.62912, -1.23850, 3.27408)
H (1.29662, -0.78821, 1.37875)
H (0.41463, -1.83218, 0.22736)
H (0.73475, -2.71340, 2.80078)
H (-0.86516, -2.88823, 2.03571)
O (-1.52830, -5.30425, 3.36921)
S (-2.72731, -5.23642, 4.13208)
O (-3.39844, -6.42099, 4.52336)
O (-3.72230, -4.24627, 3.38005)
C (-4.12215, -3.16461, 4.24202)
C (-2.92994, -2.98926, 5.16032)
O (-2.49749, -4.33638, 5.42592)
H (-5.02241, -3.45549, 4.78471)
H (-4.31412, -2.28822, 3.62913)
H (-3.17586, -2.50421, 6.09989)
H (-2.12390, -2.46074, 4.65491)
O (4.59870, 2.01901, 0.72412)
S (4.37198, 0.62400, 0.59881)
O (3.28059, 0.02728, 1.29327)
O (5.72086, -0.13844, 0.93392)
C (6.08978, -1.02205, -0.14381)
C (5.54327, -0.32811, -1.37230)
O (4.27021, 0.20181, -0.92754)
H (5.62601, -1.99539, 0.02970)
H (7.17056, -1.11175, -0.16634)
H (5.37014, -0.98737, -2.21677)
H (6.18660, 0.49824, -1.66412)
O (-2.40068, 6.13503, 2.47041)
S (-1.01201, 6.39799, 2.59575)
O (-0.55583, 7.63365, 3.12155)
O (-0.32700, 6.11245, 1.18155)
C (0.73409, 5.15349, 1.31617)
C (0.28870, 4.28194, 2.47342)
O (-0.29221, 5.22306, 3.39382)
H (1.66317, 5.68142, 1.53578)
H (0.82960, 4.60738, 0.38205)
H (1.10845, 3.77180, 2.97007)
H (-0.46990, 3.55725, 2.17887)
O (-11.47365, 1.27122, -6.61782)
S (-11.20659, 0.21004, -5.71586)
O (-11.99194, 0.03395, -4.54883)
O (-9.65645, 0.25830, -5.33734)
C (-9.01754, -0.99298, -5.63807)
C (-9.80647, -1.52555, -6.81762)
O (-11.16286, -1.18150, -6.49740)
H (-9.09507, -1.64814, -4.76897)
H (-7.97126, -0.80648, -5.86206)
H (-9.73972, -2.60394, -6.92730)
H (-9.52519, -1.03572, -7.75143)
O (10.08632, 2.10310, -2.26746)
S (9.43673, 1.42482, -1.20698)
O (8.51103, 0.37896, -1.48923)
O (8.75624, 2.49645, -0.25551)
C (9.17915, 2.30385, 1.11138)
C (10.58321, 1.74697, 0.97258)
O (10.48587, 0.85980, -0.15926)
H (8.50593, 1.59583, 1.58996)
H (9.14525, 3.26399, 1.61771)
H (10.90607, 1.16903, 1.83329)
H (11.30994, 2.52791, 0.74428)
O (8.74488, -0.80768, 1.89315)
S (9.68753, -1.67608, 2.50800)
O (10.93314, -1.16319, 2.95212)
O (9.89771, -2.92926, 1.55147)
C (9.63255, -4.15691, 2.25402)
C (8.57941, -3.76422, 3.27278)
O (9.00865, -2.46340, 3.71003)
H (10.55293, -4.49867, 2.72826)
H (9.28466, -4.89452, 1.53696)
H (8.54577, -4.42200, 4.13581)
H (7.58756, -3.68016, 2.82604)

Results
Kohn-Sham gap ... 10.2 eV
E_tot ... -6094.38817 hartree
Structure (SMILES) ... C[C@H](O)CB1OB(N)OB(F)O1.O=S1(=O)OCCO1.O=S1(=O)OCCO1.O=S1(=O)OCCO1.O=S1(=O)OCCO1.O=S1(=O)OCCO1.O=S1(=O)OCCO1.O=S1(=O)OCCO1
Highest occupied orbital energy ... -10.39 eV
LUMO ... -0.18 eV
2S+1 ... 1



[2]
Computed, not measured: a cluster of 7 separate species, C30H60I2O12SSi in total, with ωB97M-V with the def2-TZVPD basis set.

Cartesian coordinates (Å):
C (2.44186, -0.70360, -2.32933)
C (1.14200, -0.90830, -3.35639)
S (-0.10249, -2.13373, -2.64798)
C (-1.72648, -2.08827, -3.58737)
Si (-3.00943, -0.81240, -2.92449)
C (-2.38752, 0.95748, -3.45880)
I (-2.99835, 1.65899, -5.48018)
C (-1.55162, 1.79235, -2.51494)
C (-1.03413, 3.28701, -3.04002)
I (-1.03409, 0.97555, -0.50457)
H (2.05019, -0.01826, -1.45780)
H (2.79926, -1.77026, -1.96776)
H (3.35023, -0.19422, -2.86323)
H (0.58481, 0.14694, -3.35947)
H (1.56502, -1.19724, -4.40856)
H (-1.51949, -1.79715, -4.72163)
H (-2.22221, -3.14784, -3.53534)
H (-3.28652, -0.92209, -1.49382)
H (-4.26601, -1.02159, -3.68585)
H (-0.71227, 3.24726, -4.18620)
H (-0.02051, 3.51000, -2.45240)
H (-1.85256, 4.11886, -2.86009)
C (-4.21168, -0.98844, 3.07079)
C (-4.64373, -0.24607, 1.82194)
O (-4.71034, -1.13697, 0.69204)
C (-5.76072, -1.93755, 0.40889)
C (-6.84188, -2.11625, 1.43619)
O (-5.79595, -2.56636, -0.64794)
H (-4.92135, -1.77134, 3.34476)
H (-4.11666, -0.29798, 3.91550)
H (-3.24714, -1.48061, 2.90811)
H (-5.58799, 0.29074, 1.95248)
H (-3.89117, 0.50914, 1.57483)
H (-6.65867, -3.04057, 1.98966)
H (-7.80519, -2.18638, 0.91782)
H (-6.93168, -1.28383, 2.13430)
C (6.55522, -1.98436, 0.88323)
C (7.36119, -1.38317, -0.25097)
O (6.50089, -0.97120, -1.33030)
C (5.83220, 0.20163, -1.37171)
C (5.76530, 1.04944, -0.13359)
O (5.22746, 0.53684, -2.38928)
H (5.85622, -1.26391, 1.31216)
H (7.21737, -2.33904, 1.68013)
H (5.95665, -2.82699, 0.52167)
H (8.00220, -0.55849, 0.07435)
H (8.02731, -2.14775, -0.66261)
H (4.81786, 0.86053, 0.37722)
H (5.81537, 2.10323, -0.43127)
H (6.59210, 0.88895, 0.55850)
C (-5.64998, 3.96406, -1.28855)
C (-6.34222, 2.64522, -1.00769)
O (-6.75484, 2.56493, 0.37003)
C (-7.89121, 3.10455, 0.86184)
C (-8.67920, 4.05520, 0.00656)
O (-8.23811, 2.87485, 2.01962)
H (-6.31281, 4.81517, -1.12158)
H (-5.29637, 4.00022, -2.32438)
H (-4.79341, 4.09596, -0.61927)
H (-7.18472, 2.45647, -1.67954)
H (-5.63285, 1.82681, -1.16502)
H (-8.41806, 5.08067, 0.27948)
H (-9.74620, 3.88828, 0.19433)
H (-8.53266, 3.91331, -1.06429)
C (11.17878, -4.27855, -5.16248)
C (10.38425, -5.23555, -4.29628)
O (10.22444, -4.71081, -2.96440)
C (9.27755, -3.81866, -2.60125)
C (8.47651, -3.12761, -3.66754)
O (9.12200, -3.52470, -1.41680)
H (10.67424, -3.31711, -5.27506)
H (11.33806, -4.70334, -6.15921)
H (12.15332, -4.07147, -4.70814)
H (9.41555, -5.49783, -4.73177)
H (10.94016, -6.17265, -4.19354)
H (8.91438, -2.14548, -3.86235)
H (7.44956, -3.00360, -3.30476)
H (8.40445, -3.68725, -4.60024)
C (8.85371, 2.68939, 5.62652)
C (9.24507, 2.20771, 4.24368)
O (8.19243, 1.41803, 3.65789)
C (7.11590, 1.92827, 3.02137)
C (6.84075, 3.40187, 3.11610)
O (6.33307, 1.18542, 2.43071)
H (7.97264, 3.33326, 5.59888)
H (9.67542, 3.24871, 6.08613)
H (8.60279, 1.83977, 6.27011)
H (9.53837, 3.02402, 3.57703)
H (10.11509, 1.54888, 4.32593)
H (6.09788, 3.57638, 3.89838)
H (6.44357, 3.74350, 2.15323)
H (7.72657, 4.00632, 3.31179)
C (-10.65206, 0.77239, 2.24848)
C (-11.19089, -0.64428, 2.25960)
O (-10.30535, -1.52496, 2.97726)
C (-10.29204, -1.66991, 4.32010)
C (-11.06432, -0.70000, 5.16806)
O (-9.60030, -2.54176, 4.84442)
H (-10.56816, 1.18373, 3.25614)
H (-11.30434, 1.42768, 1.66160)
H (-9.64710, 0.79541, 1.81426)
H (-12.20937, -0.70801, 2.65387)
H (-11.23356, -1.02019, 1.23265)
H (-10.38422, 0.07236, 5.53574)
H (-11.49086, -1.24509, 6.01808)
H (-11.90418, -0.23278, 4.65358)

Results
Kohn-Sham gap ... 7.3 eV
E_tot ... -3364.87849 hartree
Structure (SMILES) ... CCSC[SiH2]/C(I)=C(/C)I.CCOC(C)=O.CCOC(C)=O.CCOC(C)=O.CCOC(C)=O.CCOC(C)=O.CCOC(C)=O
Highest occupied orbital energy ... -7.63 eV
LUMO ... -0.33 eV
2S+1 ... 1



[3]
Computed, not measured: the molecule C8H17P, with ωB97M-V with the def2-TZVPD basis set.

Cartesian coordinates (Å):
C (1.83517, 0.19466, 1.14876)
C (1.72935, 0.27624, -0.16794)
C (2.86962, 0.26438, -1.10205)
C (0.16115, -0.45534, -0.92246)
C (0.83183, -1.82452, -0.82893)
P (-1.15194, 0.09728, 0.12258)
C (-2.68293, -0.66226, -0.52534)
C (-1.62370, 0.26846, 1.93913)
C (-1.24140, 1.87521, -0.39334)
H (2.79446, 0.56676, 1.48043)
H (1.09000, 0.26782, 1.89736)
H (3.03368, -0.73651, -1.47900)
H (2.86623, 0.98327, -1.94621)
H (3.78573, 0.48240, -0.46237)
H (1.56438, -2.01653, -1.71507)
H (1.36074, -2.06588, 0.15365)
H (0.06004, -2.57271, -1.04953)
H (-2.50266, -1.72737, -0.45798)
H (-3.55698, -0.42225, 0.09425)
H (-2.67618, -0.56600, -1.67142)
H (-2.63923, 0.04495, 2.29950)
H (-0.89066, -0.32892, 2.44853)
H (-1.46046, 1.22602, 2.29744)
H (-2.24029, 2.21652, -0.53962)
H (-0.82400, 2.47848, 0.45611)
H (-0.49196, 2.13582, -1.07646)

Results
Kohn-Sham gap ... 8.2 eV
E_tot ... -656.17675 hartree
Structure (SMILES) ... C=C(C)C(C)=P(C)(C)C
Highest occupied orbital energy ... -7.42 eV
LUMO ... 0.75 eV
2S+1 ... 1



[4]
Computed, not measured: the molecule C4H6F2S2, with ωB97M-V with the def2-TZVPD basis set.

Cartesian coordinates (Å):
F (1.91607, -1.49300, 0.94250)
C (1.74444, -0.83827, -0.21928)
F (0.88345, -1.60042, -0.93893)
C (1.17366, 0.54340, 0.11021)
S (2.01260, 1.89909, -0.11893)
C (-0.22079, 0.44508, 0.67357)
C (-1.27008, 0.53476, -0.39847)
S (-3.02204, 0.20893, 0.10033)
H (2.71007, -0.82505, -0.72160)
H (-0.36151, -0.54395, 1.18978)
H (-0.33676, 1.25879, 1.41731)
H (-1.28862, 1.60485, -0.77493)
H (-1.01761, -0.03929, -1.28608)
H (-2.92287, -1.15493, 0.02454)

Results
Kohn-Sham gap ... 8.4 eV
E_tot ... -1152.09175 hartree
Structure (SMILES) ... FC(F)C(=S)CCS
Highest occupied orbital energy ... -9.34 eV
LUMO ... -0.94 eV
2S+1 ... 1



[5]
Computed, not measured: a structure of composition C6H13NO, with ωB97M-V with the def2-TZVPD basis set.

Cartesian coordinates (Å):
C (2.24291, -0.92895, -0.15821)
C (1.71695, 0.47108, 0.32097)
C (-0.45162, 0.30498, 0.19215)
C (-0.45237, 1.43467, -0.76884)
C (-1.70653, 0.21521, 1.05734)
C (-0.95740, -1.19768, -0.38556)
H (1.02173, -1.79925, -0.51003)
H (3.11038, -0.49321, -0.99203)
H (2.69546, -1.61827, 0.95872)
H (1.23960, 1.29532, -0.43307)
H (2.48579, 0.88794, 1.01756)
H (0.03906, 2.35464, -0.35715)
H (0.22950, 1.44604, -1.79431)
H (-1.45505, 1.50624, -1.09631)
H (-2.20455, 1.12803, 1.07464)
H (-1.50850, -0.14715, 2.08214)
H (-2.99591, -1.22323, 0.22848)
H (-0.88104, -1.38849, -1.47476)
H (-0.41047, -1.97877, 0.00830)
N (-2.40381, -0.51475, -0.10175)
O (0.64588, 0.24558, 1.13171)

Results
Kohn-Sham gap ... 10.2 eV
E_tot ... -366.10520 hartree
Highest occupied orbital energy ... -9.31 eV
LUMO ... 0.88 eV
2S+1 ... 1



[6]
Computed, not measured: the ion C3H7INO with charge +1, with ωB97M-V with the def2-TZVPD basis set.

Cartesian coordinates (Å):
C (0.02762, -0.07934, 1.07587)
N (-0.55626, -0.62122, -0.14390)
C (0.59577, -0.65942, -1.30737)
I (1.04868, -2.71569, -1.62694)
C (-0.04221, 0.09883, -2.45385)
O (-1.10146, 0.62372, -2.34996)
H (0.99481, -0.62686, 0.95213)
H (0.23766, 1.04523, 0.85342)
H (-0.48217, -0.05403, 1.96853)
H (-1.24798, 0.01304, -0.53948)
H (-0.84976, -1.53770, 0.07387)
H (1.41556, -0.19674, -0.75401)
H (0.53414, 0.04840, -3.36625)

Results
Kohn-Sham gap ... 9.9 eV
E_tot ... -545.88161 hartree
Structure (SMILES) ... C[NH2+][C@@H](I)C=O
Highest occupied orbital energy ... -14.58 eV
Net charge ... +1
LUMO ... -4.71 eV
2S+1 ... 1



[7]
Computed, not measured: the molecule C28H31N3O4, with ωB97M-V with the def2-TZVPD basis set.

Cartesian coordinates (Å):
C (2.57337, -2.66927, 9.13256)
O (2.87548, -2.43288, 7.73354)
C (2.90279, -1.14941, 7.27340)
C (2.66544, -0.02367, 8.11622)
C (2.84318, 1.26752, 7.60718)
C (3.26982, 1.41754, 6.29286)
C (3.37213, 0.29808, 5.40172)
C (3.23402, -0.98352, 5.89844)
C (3.58070, 0.88058, 4.08123)
C (3.50376, 0.18358, 2.76328)
C (4.42234, 0.70268, 1.67089)
C (4.03615, 1.84504, 1.02328)
N (4.98025, 2.23490, 0.10701)
C (4.78899, 3.35952, -0.77585)
C (6.03964, 1.36259, 0.16444)
C (7.19010, 1.47171, -0.59504)
C (8.25457, 0.64375, -0.30935)
C (8.12103, -0.28247, 0.75895)
O (9.27810, -0.97434, 0.96474)
C (9.43454, -1.89406, 2.04944)
C (6.89272, -0.43599, 1.51282)
C (5.79633, 0.38796, 1.19888)
N (2.05992, 0.16022, 2.26886)
C (1.40890, -1.04659, 2.56267)
O (1.96517, -1.96609, 3.14716)
C (0.00068, -1.17562, 2.00419)
C (-0.89771, 0.00335, 2.41390)
C (-2.23582, -0.12414, 1.66903)
C (-1.19184, 0.03836, 3.92488)
C (-0.16563, 1.29390, 1.94737)
C (1.31525, 1.35532, 2.32024)
O (1.78059, 2.47034, 2.61278)
C (3.81302, 2.22044, 4.25911)
N (3.50710, 2.57712, 5.55191)
C (3.29579, 3.94727, 5.96981)
H (2.60818, -3.75099, 9.25833)
H (3.31959, -2.18978, 9.78286)
H (1.56996, -2.29241, 9.37635)
H (2.39413, -0.16809, 9.16687)
H (2.66842, 2.14429, 8.22485)
H (3.38821, -1.85411, 5.26470)
H (3.77790, -0.84613, 2.92183)
H (3.18140, 2.49088, 1.15075)
H (5.59306, 3.43042, -1.51222)
H (3.82150, 3.23332, -1.27646)
H (4.72438, 4.29071, -0.19777)
H (7.24544, 2.20717, -1.38337)
H (9.19504, 0.70298, -0.85541)
H (10.43744, -2.30437, 1.93512)
H (9.34784, -1.36136, 3.00010)
H (8.68429, -2.68340, 1.96538)
H (6.81796, -1.18307, 2.31660)
H (-0.43998, -2.12512, 2.34269)
H (0.07173, -1.22665, 0.89833)
H (-2.08981, -0.13955, 0.57675)
H (-2.74252, -1.05949, 1.95539)
H (-2.90517, 0.71240, 1.91931)
H (-0.28726, 0.12698, 4.54071)
H (-1.85147, 0.89097, 4.14751)
H (-1.72500, -0.87824, 4.21345)
H (-0.27934, 1.39730, 0.84381)
H (-0.67479, 2.17310, 2.37966)
H (4.10973, 2.95986, 3.52314)
H (2.86999, 3.97834, 6.97541)
H (4.22993, 4.51864, 5.96082)
H (2.61303, 4.45955, 5.27758)

Results
Kohn-Sham gap ... 7.7 eV
E_tot ... -1550.78275 hartree
Structure (SMILES) ... COc1ccc2c(c1)c(C(c1cn(C)c3ccc(OC)cc13)N1C(=O)CC(C)(C)CC1=O)cn2C
Highest occupied orbital energy ... -7.07 eV
LUMO ... 0.62 eV
2S+1 ... 1



[8]
Computed, not measured: a cluster of 2 separate species, C5H13N in total, with ωB97M-V with the def2-TZVPD basis set.

Cartesian coordinates (Å):
C (-1.97995, 0.79025, 2.00494)
C (-0.68063, 0.66687, 2.22504)
N (-0.11437, -0.45417, 2.83187)
H (-2.69735, 0.03002, 2.30729)
H (-2.36372, 1.62909, 1.45171)
H (0.08487, 1.38098, 1.92224)
H (-0.74836, -1.08139, 3.29907)
H (0.71276, -0.30347, 3.38584)
C (0.68254, -1.52718, -1.93916)
C (0.16873, -0.14435, -1.52300)
C (1.15640, 0.99130, -1.75225)
H (1.54900, -1.83248, -1.36063)
H (-0.13530, -2.22298, -1.79804)
H (1.00448, -1.50814, -2.98296)
H (-0.68620, 0.06906, -2.14908)
H (-0.20369, -0.20633, -0.50564)
H (0.76200, 1.92495, -1.37028)
H (1.39217, 0.99712, -2.81597)
H (2.09664, 0.80085, -1.23100)

Results
Kohn-Sham gap ... 9.5 eV
E_tot ... -253.02738 hartree
Structure (SMILES) ... C=CN.CCC
Highest occupied orbital energy ... -8.37 eV
LUMO ... 1.11 eV
2S+1 ... 1